Molecular formula: C18H22I2N3O4S2
Method: DFT, the ωB97M-V functional and the def2-TZVPD basis

As for the net charge: -1. The HOMO energy comes out at -5.85 eV. For the LUMO energy, the calculation gives 2.12 eV.

XYZ file:
```
51
Properties=species:S:1:pos:R:3:forces:R:3:nbo_charge:R:1
C 2.5914 -2.8994 0.4995 0.411 -0.054 -0.301 -0.2394
C 3.0258 -1.7829 0.5610 -0.142 -0.048 0.221 -0.0056
C 3.5238 -0.4207 0.7528 -0.343 0.024 -0.007 -0.4736
C 2.4188 0.6487 0.7962 0.165 0.144 0.313 -0.3874
C 1.5231 0.4598 2.0205 0.155 -0.071 -0.095 -0.6760
S -0.1188 1.2042 1.9637 -0.202 0.142 0.645 2.3138
O -0.0076 2.4416 2.7099 0.101 0.177 -0.263 -0.9958
O -1.0221 0.2369 2.5585 0.125 -0.107 -0.170 -0.9994
N -0.4730 1.5928 0.4536 -0.080 -0.491 0.182 -1.2421
S -0.8105 0.4388 -0.5984 0.186 0.372 -0.386 2.3033
O -0.2140 -0.8438 -0.3047 -0.008 -0.032 0.212 -0.9811
O -0.5729 0.9775 -1.9117 -0.042 0.126 0.088 -0.9649
C -2.6098 0.1645 -0.4782 -0.167 -1.054 0.064 -0.6221
I -3.2715 -0.5697 -2.3826 0.135 0.847 -0.668 0.1203
C -2.9554 -0.8005 0.7010 -0.461 0.461 -0.359 -0.3116
C -3.8802 -0.1058 1.6952 -0.113 -0.312 -0.112 -0.6400
I -3.9329 -2.6378 0.1003 0.011 -0.526 0.899 0.0316
H 2.3470 -3.9188 0.3212 -0.250 0.056 0.110 0.2293
H 4.2228 -0.1802 -0.0494 0.098 0.006 0.073 0.2314
H 4.0554 -0.4009 1.7084 0.197 0.053 -0.102 0.2195
H 2.9243 1.6133 0.8937 -0.094 0.062 -0.149 0.2037
H 1.8488 0.6690 -0.1273 0.017 -0.161 -0.033 0.2388
H 1.9887 0.9453 2.8788 -0.099 -0.026 0.084 0.2349
H 1.3780 -0.5891 2.2759 -0.123 -0.052 -0.272 0.2514
H -3.1370 1.1044 -0.3564 0.197 0.134 -0.023 0.2462
H -2.0493 -1.1583 1.1688 0.049 0.065 -0.038 0.2818
H -3.8949 -0.6584 2.6330 0.064 0.135 0.075 0.2266
H -4.9026 -0.0901 1.3119 0.018 0.146 -0.052 0.2006
H -3.5433 0.9160 1.8639 0.110 -0.047 0.167 0.2289
N 3.1037 6.0351 -0.0577 -0.021 -0.015 0.034 -0.4322
C 2.8972 7.0315 0.8012 0.027 -0.004 -0.034 0.0150
C 1.9920 6.9673 1.8495 -0.013 -0.020 0.001 -0.2724
C 1.2570 5.8029 2.0165 0.008 0.037 0.046 -0.1716
C 1.4542 4.7553 1.1335 -0.001 -0.043 -0.056 -0.2433
C 2.3862 4.9240 0.1186 0.038 0.038 -0.035 0.0258
H 3.4896 7.9266 0.6380 -0.013 0.009 0.026 0.1786
H 1.8697 7.8102 2.5176 0.008 0.010 -0.011 0.2069
H 0.5410 5.7043 2.8227 0.000 -0.024 -0.005 0.2210
H 0.8964 3.8343 1.2443 0.034 0.067 -0.064 0.2676
H 2.5677 4.1268 -0.5944 -0.038 -0.015 0.009 0.1940
N -1.1687 -6.6756 -2.1889 -0.014 0.027 -0.023 -0.4271
C -1.6430 -5.4794 -1.8398 0.020 -0.064 0.030 0.0353
C -1.9798 -4.4887 -2.7512 0.002 0.028 -0.042 -0.2526
C -1.8116 -4.7529 -4.0995 0.001 -0.004 -0.020 -0.1709
C -1.3179 -5.9913 -4.4808 -0.014 0.010 0.007 -0.2693
C -1.0149 -6.9124 -3.4902 0.008 -0.024 0.036 0.0211
H -1.7579 -5.3038 -0.7760 -0.013 0.042 -0.010 0.2015
H -2.3587 -3.5348 -2.4093 0.048 -0.031 0.026 0.2430
H -2.0588 -4.0034 -4.8410 0.010 0.009 0.008 0.2145
H -1.1682 -6.2399 -5.5232 0.006 -0.014 0.003 0.2101
H -0.6274 -7.8926 -3.7492 0.002 0.010 -0.029 0.1818
```
Forces are in eV/Å.